Formula: C4H9NO2
Source: the Open Molecules 2025 dataset
Level of theory: ωB97M-V with the def2-TZVPD basis set

Summary:
- ΔE to the lowest compared entry with this formula, charge and spin (kJ/mol) = 569.03
- total energy (eV) = -9865.304
- multiplicity = 2
- E_HOMO (alpha / beta) (eV) = -12.94 / -13.23
- gap between HOMO and LUMO (alpha / beta) (eV) = 3.42 / 3.71
- net charge = +1

CARTESIAN COORDINATES (ANGSTROEM)
C  2.603  -1.774  -1.054
C  -2.063  1.303  -0.716
C  -2.915  1.133  -1.811
O  -2.247  0.665  0.340
C  2.146  -1.824  0.285
N  2.361  -0.943  1.204
O  0.140  1.092  1.584
H  0.657  0.311  1.372
H  2.331  -2.582  -1.727
H  -1.170  1.948  -0.707
H  -3.789  0.491  -1.737
H  -2.834  1.723  -2.719
H  -0.736  1.015  1.158
H  1.647  -2.765  0.540
H  3.173  -0.350  0.983
H  3.118  -0.895  -1.452

Atom charges from the Löwdin analysis, given in e for atoms 1 to 2: number 1, C, carries 0.367; number 2, C, carries -0.323

=====

Formula: C4H9NO2S
Source: the Open Molecules 2025 dataset
Level of theory: ωB97M-V with the def2-TZVPD basis set

Summary:
- ΔE to the lowest compared entry with this formula, charge and spin (kJ/mol) = 98.69
- total energy (eV) = -20714.010
- E_HOMO (eV) = -9.11
- gap between HOMO and LUMO (eV) = 9.79
- net charge = 0
- SMILES string = O=CN[C@H](CO)CS

CARTESIAN COORDINATES (ANGSTROEM)
O  -2.368  1.606  -0.867
C  -2.140  0.519  -1.358
N  -1.066  -0.233  -0.969
C  -0.188  0.074  0.153
C  -0.055  -1.168  1.021
S  0.870  -0.902  2.580
C  1.196  0.401  -0.491
O  2.023  1.180  0.378
H  -2.690  0.059  -2.191
H  -0.976  -1.167  -1.306
H  -0.545  0.932  0.717
H  -1.026  -1.544  1.353
H  0.468  -1.991  0.529
H  1.866  -0.230  2.054
H  1.141  0.896  -1.461
H  1.833  -0.481  -0.637
H  1.655  2.048  0.494

Atom charges from the Löwdin analysis, given in e for atoms 1 to 2: number 1, O, carries 0.020; number 2, C, carries -0.338

=====

Formula: C4H9NO2S
Source: the Open Molecules 2025 dataset
Level of theory: ωB97M-V with the def2-TZVPD basis set

Summary:
- ΔE to the lowest compared entry with this formula, charge and spin (kJ/mol) = 401.63
- total energy (eV) = -20710.870
- E_HOMO (eV) = -8.87
- gap between HOMO and LUMO (eV) = 9.39
- net charge = 0
- SMILES string = C/C(=N\O)SCCO

CARTESIAN COORDINATES (ANGSTROEM)
C  -1.512  -1.910  1.240
C  -0.725  -0.824  0.422
C  0.159  1.725  0.366
C  0.777  2.019  -0.987
H  -2.523  -1.562  1.675
H  -0.927  -2.322  2.066
H  -1.671  -2.583  0.371
H  -0.177  2.749  0.688
H  0.926  1.260  0.955
H  -0.023  2.180  -1.791
H  1.532  2.926  -0.981
H  1.295  0.181  -1.220
H  1.657  -2.166  -0.891
N  0.316  -1.046  -0.442
O  1.641  1.003  -1.522
O  0.806  -2.339  -0.329
S  -1.549  0.710  0.381

Atom charges from the Löwdin analysis, given in e for atoms 1 to 2: number 1, C, carries -0.093; number 2, C, carries -0.639

=====

Formula: C4H9NO2S
Source: the Open Molecules 2025 dataset
Level of theory: ωB97M-V with the def2-TZVPD basis set

Summary:
- ΔE to the lowest compared entry with this formula, charge and spin (kJ/mol) = 955.92
- total energy (eV) = -20695.925
- multiplicity = 2
- E_HOMO (alpha / beta) (eV) = -14.40 / -13.22
- gap between HOMO and LUMO (alpha / beta) (eV) = 7.89 / 4.19
- net charge = +1

CARTESIAN COORDINATES (ANGSTROEM)
C  -0.215  -0.312  1.638
C  -0.001  -0.434  0.086
C  -1.036  0.428  -0.855
S  -2.725  0.942  -0.490
N  0.311  -1.785  -0.288
C  1.586  0.547  -0.052
O  2.283  -0.483  -0.795
O  1.597  1.805  -0.367
H  -0.679  0.656  1.843
H  -0.854  -1.089  2.074
H  0.655  -0.301  2.282
H  -0.456  -2.417  -0.373
H  -0.872  -0.117  -1.830
H  -0.648  1.429  -0.806
H  -2.641  1.944  -2.363
H  2.044  0.407  1.030
H  1.650  -1.219  -0.734

Atom charges from the Löwdin analysis, given in e for atoms 1 to 2: number 1, C, carries -0.015; number 2, C, carries -0.352

=====

Formula: C4H9NO2SSi
Source: the Open Molecules 2025 dataset
Level of theory: ωB97M-V with the def2-TZVPD basis set

Summary:
- ΔE to the lowest compared entry with this formula, charge and spin (kJ/mol) = 0.00
- total energy (eV) = -28594.157
- E_HOMO (eV) = -8.65
- gap between HOMO and LUMO (eV) = 9.05
- net charge = 0
- SMILES string = C=CC(=O)N[Si@](C)(O)S

CARTESIAN COORDINATES (ANGSTROEM)
C  3.078  -1.288  1.105
C  2.428  -0.740  0.136
C  1.078  -0.120  0.478
C  -2.456  0.879  -1.786
N  0.427  0.346  -0.612
O  0.551  0.086  1.585
O  -1.578  1.663  0.862
Si  -1.322  0.570  -0.270
S  -1.973  -1.529  0.771
H  4.040  -1.776  0.877
H  2.749  -1.429  2.112
H  2.682  -0.519  -0.866
H  -3.094  1.771  -1.685
H  -1.836  1.122  -2.643
H  -3.107  0.029  -2.010
H  0.820  0.132  -1.554
H  -0.831  1.668  1.498
H  -1.655  -0.865  2.003

Atom charges from the Löwdin analysis, given in e for atoms 1 to 2: number 1, C, carries 0.049; number 2, C, carries -0.079

=====

Formula: C4H9NO3
Source: the Open Molecules 2025 dataset
Level of theory: ωB97M-V with the def2-TZVPD basis set

Summary:
- ΔE to the lowest compared entry with this formula, charge and spin (kJ/mol) = 119.30
- total energy (eV) = -11926.305
- E_HOMO (eV) = -9.55
- gap between HOMO and LUMO (eV) = 10.25
- net charge = 0
- SMILES string = C[C@@H](O)[C@@H](N)C(=O)O

CARTESIAN COORDINATES (ANGSTROEM)
O  0.014  0.317  2.064
C  0.425  -0.434  1.224
O  0.854  -1.680  1.508
C  0.631  -0.074  -0.245
C  -0.856  0.002  -0.785
C  -1.264  1.359  -1.282
O  -0.970  -0.968  -1.831
N  1.417  1.138  -0.323
H  0.481  -2.201  2.230
H  1.081  -0.837  -0.823
H  -1.468  -0.373  0.020
H  -0.506  1.783  -1.912
H  -1.452  2.108  -0.518
H  -2.204  1.299  -1.834
H  -1.210  -0.522  -2.643
H  2.326  0.990  0.093
H  1.015  1.913  0.189

Atom charges from the Löwdin analysis, given in e for atoms 1 to 2: number 1, O, carries 0.116; number 2, C, carries -0.507

=====

Formula: C4H9NO5
Source: the Open Molecules 2025 dataset
Level of theory: ωB97M-V with the def2-TZVPD basis set

Summary:
- ΔE to the lowest compared entry with this formula, charge and spin (kJ/mol) = 440.74
- total energy (eV) = -16017.446
- E_HOMO (eV) = -9.05
- gap between HOMO and LUMO (eV) = 9.08
- net charge = 0
- SMILES string = CC(C)=[N+]([O-])O.O=C(O)O

CARTESIAN COORDINATES (ANGSTROEM)
C  1.144  -0.204  -1.298
C  1.035  -0.805  1.101
C  0.176  -0.609  -0.142
C  -0.819  1.271  0.325
N  -0.934  -1.209  -0.343
O  -1.613  -1.251  -1.393
O  -1.589  -1.713  0.815
O  -1.497  0.779  1.199
O  -1.163  1.646  -0.848
O  0.318  2.039  0.728
H  0.684  0.257  -2.143
H  1.695  -1.158  -1.577
H  1.758  0.561  -0.831
H  0.538  -1.614  1.726
H  1.132  0.141  1.616
H  2.017  -1.053  0.716
H  -1.603  -0.947  1.409
H  -2.099  1.471  -1.055
H  0.819  2.399  -0.007

Atom charges from the Löwdin analysis, given in e for atoms 1 to 2: number 1, C, carries 0.002; number 2, C, carries -0.004

=====

Formula: C4H9NOS
Source: the Open Molecules 2025 dataset
Level of theory: ωB97M-V with the def2-TZVPD basis set

Summary:
- ΔE to the lowest compared entry with this formula, charge and spin (kJ/mol) = 115.74
- total energy (eV) = -18665.063
- multiplicity = 2
- E_HOMO (alpha / beta) (eV) = -3.26 / -3.26
- gap between HOMO and LUMO (alpha / beta) (eV) = 7.13 / 5.91
- net charge = -1

CARTESIAN COORDINATES (ANGSTROEM)
O  -0.149  2.934  1.275
C  0.323  1.913  0.685
N  -0.119  1.494  -0.708
C  -0.885  0.867  0.289
C  -0.458  -0.489  0.816
S  2.083  -1.056  -1.331
C  -0.903  -1.601  -0.192
H  1.339  1.576  0.881
H  0.575  0.996  -1.276
H  -1.769  1.439  0.536
H  0.627  -0.491  0.785
H  -0.804  -0.793  1.804
H  3.058  -1.313  -2.205
H  -0.651  -1.268  -1.195
H  -0.277  -2.480  -0.045
H  -1.989  -1.728  -0.121

Atom charges from the Löwdin analysis, given in e for atoms 1 to 2: number 1, O, carries -0.035; number 2, C, carries -0.411